Model P:
Density functional theory data (ωB97M-V/def2-TZVPD) for a cluster of 7 separate species, H14O7 in total.

Last column: Mulliken charge in e.
Element x y z (Å)
O (1.182, -25.608, 31.111)  -0.668
H (0.407, -26.169, 31.093)  0.330
H (1.534, -25.657, 30.222)  0.299
O (2.145, -21.785, 31.013)  -0.609
H (2.175, -21.283, 31.828)  0.353
H (2.837, -21.404, 30.472)  0.316
O (-0.437, -20.333, 34.127)  -0.664
H (-0.629, -19.811, 33.347)  0.288
H (0.476, -20.598, 34.020)  0.416
O (2.057, -20.632, 33.618)  -0.752
H (2.412, -19.744, 33.573)  0.310
H (2.394, -20.984, 34.442)  0.335
O (-1.177, -25.832, 34.111)  -0.671
H (-0.607, -25.214, 33.654)  0.405
H (-1.938, -25.312, 34.367)  0.339
O (0.552, -23.886, 33.030)  -0.713
H (0.792, -22.974, 32.867)  0.298
H (0.835, -24.353, 32.243)  0.403
O (-1.676, -26.858, 31.543)  -0.687
H (-1.392, -26.289, 32.258)  0.369
H (-2.207, -27.531, 31.969)  0.302

Summary:
Structure (SMILES) ... O.O.O.O.O.O.O
2S+1 ... 1
HOMO ... -10.98 eV



Model Q:
Density functional theory data (ωB97M-V/def2-TZVPD) for a cluster of 7 separate species, H14O7 in total.

Last column: Mulliken charge in e.
Element x y z (Å)
O (0.091, 1.332, -0.679)  -0.588
H (0.214, 1.015, 0.223)  0.306
H (-0.816, 1.085, -0.892)  0.277
O (3.799, 1.381, -0.639)  -0.646
H (2.908, 1.660, -0.876)  0.327
H (3.956, 1.799, 0.215)  0.316
O (-1.561, 0.525, 1.598)  -0.593
H (-2.129, -0.030, 2.144)  0.301
H (-1.763, 0.252, 0.696)  0.250
O (-1.753, 3.898, -0.004)  -0.606
H (-2.132, 4.371, -0.753)  0.315
H (-2.466, 3.323, 0.296)  0.305
O (-4.417, -2.915, -0.854)  -0.623
H (-4.978, -2.768, -0.084)  0.320
H (-3.971, -2.071, -0.984)  0.302
O (1.186, -1.616, 0.170)  -0.629
H (1.033, -1.054, -0.597)  0.343
H (1.359, -0.994, 0.886)  0.304
O (3.001, -2.857, 0.330)  -0.581
H (2.989, -2.083, 0.905)  0.294
H (3.023, -2.488, -0.560)  0.307

Summary:
Structure (SMILES) ... O.O.O.O.O.O.O
2S+1 ... 1
HOMO ... -9.65 eV



Model R:
Density functional theory data (ωB97M-V/def2-TZVPD) for a cluster of 7 separate species, H14O7 in total.

Last column: Mulliken charge in e.
Element x y z (Å)
O (0.044, 0.752, 0.248)  -0.575
H (0.429, 1.549, 0.612)  0.312
H (0.555, 0.312, -0.347)  0.248
O (0.879, -3.397, -3.026)  -0.617
H (1.098, -4.336, -3.066)  0.313
H (0.858, -3.159, -2.117)  0.303
O (3.223, -0.903, 1.555)  -0.616
H (3.847, -0.404, 1.051)  0.297
H (3.548, -0.713, 2.500)  0.328
O (-0.058, 0.320, -2.786)  -0.628
H (-0.888, 0.622, -3.310)  0.316
H (0.457, 1.040, -2.445)  0.320
O (-4.349, 0.894, 0.236)  -0.639
H (-3.693, 0.798, 0.923)  0.313
H (-4.031, 1.742, -0.237)  0.328
O (0.108, -2.066, 3.338)  -0.640
H (-0.053, -1.441, 2.637)  0.324
H (0.605, -2.750, 2.863)  0.314
O (-0.816, 3.422, 0.224)  -0.607
H (-0.851, 3.419, 1.194)  0.324
H (-0.913, 4.299, -0.046)  0.282

Summary:
Structure (SMILES) ... O.O.O.O.O.O.O
2S+1 ... 1
HOMO ... -11.03 eV



Quick one: most stable of them? model P